one) This record from the OMol25 dataset describes C3H4O4 in the gas phase. The level of theory is ωB97M-V/def2-TZVPD.

The calculation puts the lowest unoccupied orbital energy at -0.15 eV. As for the HOMO-LUMO gap: 10.66 eV. Its structure (SMILES) is O=C[C@@H](O)C(=O)O.

Last column: natural (NBO) charge in e.
Atoms and positions in Å:
C -0.560 0.013 0.383  -0.1223
C 0.724 -0.875 0.077  0.7766
C -0.318 1.173 -0.522  0.4140
O 1.897 -0.336 0.466  -0.6679
O -1.779 -0.636 0.092  -0.6953
O 0.625 -2.023 -0.324  -0.5596
O 0.691 1.893 -0.422  -0.5464
H 1.847 0.638 0.610  0.5184
H -1.563 -1.442 -0.419  0.4987
H -0.553 0.316 1.432  0.2306
H -1.010 1.279 -1.373  0.1531

***

two) This record from the OMol25 dataset describes C3H4O4 in the gas phase. The level of theory is ωB97M-V/def2-TZVPD.

The calculation puts the lowest unoccupied orbital energy at -0.01 eV. As for the HOMO-LUMO gap: 10.32 eV. Its structure (SMILES) is O=C(O)C(=O)CO.

Last column: natural (NBO) charge in e.
Atoms and positions in Å:
C 0.662 0.647 -0.733  -0.1724
C -0.593 0.349 0.107  0.4791
C -0.589 -1.178 0.510  0.6817
O 0.835 1.942 -1.252  -0.6942
O -1.456 1.126 0.367  -0.4777
O -0.794 -1.539 1.792  -0.6506
O -0.032 -1.949 -0.209  -0.5656
H 1.581 0.386 -0.128  0.2008
H 0.433 0.052 -1.662  0.2351
H -0.500 -2.394 1.846  0.4895
H 0.452 2.558 -0.640  0.4745

***

Comparing the structures above, one) comes out on top by 49.4 kJ/mol.